# 1
Entry from OMol25: the molecule C5H7INP (ωB97M-V/def2-TZVPD).

Geometry as XYZ:
```
15
Properties=species:S:1:pos:R:3:forces:R:3
C -0.26877 0.44120 2.16296 -0.13 0.20 -0.78
C -0.09831 -1.02896 -0.82320 -0.83 -0.39 0.70
C -1.57699 0.58721 2.12704 -0.69 -0.64 -0.52
C 0.52674 -0.07176 -0.23865 -0.09 1.77 0.48
C -0.56646 -1.67191 -2.02489 3.51 1.88 -2.25
N 0.70727 0.27754 1.15010 -0.35 -0.85 -0.42
P 1.16700 1.35073 -1.28284 -0.66 -0.88 -1.60
I -3.09780 0.40896 3.51028 0.63 0.16 -0.43
H 0.13109 0.56762 3.13898 0.82 0.01 0.85
H -1.59636 -1.82456 -2.03792 -1.60 -1.02 0.13
H -0.40261 -0.92096 -2.98602 -0.12 -1.59 2.06
H 0.16410 -2.52041 -2.15013 -1.48 0.29 -0.42
H 1.35177 1.03349 1.06216 0.45 0.36 1.27
H 2.55549 1.05927 -1.31914 -0.05 0.34 0.64
H 1.00384 2.31254 -0.28872 0.58 0.36 0.27
```
Forces are in eV/Å.

Lowest unoccupied orbital energy (spin up / spin down) ... -0.25 / -0.68 eV
Energy ... -24170.676 eV
Energy relative to the best compared isomer or geometry (same formula, charge and spin) ... 4.016 eV
Gap between HOMO and LUMO (spin up / spin down) ... 7.76 / 7.20 eV

---

# 2
Entry from OMol25: a structure of composition C5H7LiNaO3 (ωB97M-V/def2-TZVPD).

Geometry as XYZ:
```
17
Properties=species:S:1:pos:R:3:forces:R:3
C 0.34387 -2.18220 -1.80008 -0.16 -0.23 0.68
C 1.63859 -2.40406 -1.71734 0.51 1.34 0.98
H -0.43528 -2.83255 -2.18966 0.32 0.33 -0.24
H 2.04389 -3.27550 -2.22816 0.01 0.27 0.19
H 2.27078 -1.68536 -1.09249 -0.72 -1.59 -1.46
O -0.36153 -1.09026 -1.10742 0.01 -0.08 -0.39
Li 2.37624 1.00008 1.10620 0.04 -0.11 -0.08
O 1.39961 -0.09288 -0.10176 -0.30 0.75 0.03
C 0.21099 -0.18306 -0.35481 0.81 -1.16 0.38
O -0.73934 0.53622 0.23395 -0.46 0.19 -0.27
C -0.36185 1.70105 0.91191 0.20 0.46 0.08
C -1.28063 2.10754 1.98681 -0.03 0.09 0.02
H 0.21549 2.40038 0.30041 -0.18 -0.20 0.10
H -2.33113 2.08543 1.64201 0.28 0.07 0.13
H -1.04042 3.13115 2.29646 -0.13 -0.28 0.01
H -1.20013 1.43419 2.85225 -0.09 0.17 -0.11
Na -2.74915 -0.65016 -0.73829 -0.11 -0.04 -0.05
```
Forces are in eV/Å.

Lowest unoccupied orbital energy (spin up / spin down) ... -7.27 / -8.15 eV
2S+1 ... 2
Charge ... +2
Energy ... -16046.404 eV
Energy relative to the best compared isomer or geometry (same formula, charge and spin) ... 0.000 eV
Gap between HOMO and LUMO (spin up / spin down) ... 9.03 / 9.15 eV